No. 1
{"formula": "CH3N2O2S", "method": "ωB97M-V/def2-TZVPD", "e_homo_ev": -3.1, "spin_multiplicity": 1, "de_lowest_ev": 3.184, "lumo_energy_ev": 4.1274, "total_charge": -1, "max_force_ev_per_a": 3.71, "symbols": ["C", "N", "N", "O", "O", "S", "H", "H", "H"], "xyz": [[-0.4183, 0.0052, -0.6660], [0.8929, 0.1841, -0.1490], [-0.2806, 0.5235, 0.6042], [-2.2631, 1.2101, -2.3590], [-0.7005, 2.6405, -0.9588], [-0.8477, 1.6018, -2.0887], [-0.7937, -0.9111, -1.1502], [1.3890, -0.6357, 0.3291], [-0.5613, 1.5940, 0.4667]], "lowdin_charge": [-0.465, -0.098, -0.095, -0.643, -0.644, 0.690, 0.083, 0.087, 0.085]}

***

No. 2
{"formula": "CH3N2OP", "method": "ωB97M-V/def2-TZVPD", "e_homo_ev": -8.9, "spin_multiplicity": 1, "de_lowest_ev": 2.359, "lumo_energy_ev": 0.5147, "max_force_ev_per_a": 4.49, "symbols": ["C", "N", "N", "P", "O", "H", "H", "H"], "xyz": [[-0.1007, -0.4997, -0.8338], [-0.0631, 0.8998, -0.8944], [0.2272, 1.5227, 0.0733], [0.6261, 0.2529, 1.5246], [-0.0245, -0.8868, 0.5435], [-0.9105, -0.9250, -1.3599], [0.9217, -0.8625, -1.3959], [-0.6763, 0.4985, 2.3426]], "lowdin_charge": [-0.310, -0.119, -0.138, 0.858, -0.506, 0.098, 0.168, -0.052]}

***

No. 3
{"formula": "CH3N2OP", "method": "ωB97M-V/def2-TZVPD", "e_homo_ev": -10.3, "spin_multiplicity": 1, "de_lowest_ev": 1.112, "lumo_energy_ev": -1.9250, "max_force_ev_per_a": 1.17, "symbols": ["N", "C", "P", "O", "N", "H", "H", "H"], "xyz": [[-0.9376, 1.3130, 1.6896], [-0.0780, 1.7379, 1.0609], [1.3406, 2.4749, 0.1461], [0.7797, 2.9818, -1.0908], [-0.0742, -1.9895, -0.5932], [0.3066, -2.5631, 0.1518], [-0.6052, -2.6077, -1.1956], [-0.7319, -1.3473, -0.1688]], "lowdin_charge": [0.077, -0.436, 0.829, -0.465, 0.002, 0.002, 0.003, -0.012]}

***

No. 4
{"formula": "CH3N2OS", "method": "ωB97M-V/def2-TZVPD", "e_homo_ev": -2.9, "spin_multiplicity": 1, "de_lowest_ev": 0.323, "lumo_energy_ev": 4.2372, "total_charge": -1, "max_force_ev_per_a": 3.19, "symbols": ["C", "N", "N", "O", "S", "H", "H", "H"], "xyz": [[-0.2117, 0.2582, 0.5846], [-1.6102, 0.0910, 0.7746], [-2.3987, 0.0876, -0.2359], [-2.1431, 0.2180, -1.4654], [-3.9448, -0.1905, 0.2226], [0.2751, -0.4773, -0.0663], [0.1137, 1.3173, 0.2416], [0.1670, 0.1398, 1.6142]], "lowdin_charge": [-0.205, -0.165, -0.912, -0.212, 0.308, 0.053, 0.083, 0.050]}

***

No. 5
{"formula": "CH3N2OS2", "method": "ωB97M-V/def2-TZVPD", "e_homo_ev": [-2.1, -2.1], "spin_multiplicity": 1, "de_lowest_ev": 1.054, "lumo_energy_ev": [3.0758, 3.0758], "total_charge": -1, "max_force_ev_per_a": 4.63, "symbols": ["C", "N", "N", "O", "S", "S", "H", "H", "H"], "xyz": [[-1.0358, -3.0039, 1.0865], [0.3943, 0.5456, -0.4019], [-0.7773, 0.0886, -1.2258], [-0.5866, -3.3406, 0.0360], [-1.6221, -3.2362, 2.5426], [-2.1051, -0.3342, -0.3397], [0.2030, 1.4915, -0.2685], [0.0387, 0.1584, 0.5308], [-0.2191, -0.5840, -1.8181]], "lowdin_charge": [-0.925, -0.136, -0.754, -0.009, 0.615, 0.198, -0.021, -0.001, 0.034]}

***

No. 6
{"formula": "CH3N2P", "method": "ωB97M-V/def2-TZVPD", "e_homo_ev": [-6.6, -6.6], "spin_multiplicity": 1, "de_lowest_ev": 2.257, "lumo_energy_ev": [0.2948, 0.2953], "max_force_ev_per_a": 4.96, "symbols": ["C", "N", "N", "P", "H", "H", "H"], "xyz": [[-1.0880, 0.2706, -1.5023], [-1.0586, -0.6089, -0.7979], [1.0463, -0.3774, 1.2995], [1.6667, -1.5402, 2.2139], [1.3203, 0.5916, 1.1283], [0.1777, -0.4684, 0.5590], [-0.8899, 1.0454, -2.2466]], "lowdin_charge": [-0.044, 0.061, -0.536, 0.442, 0.001, -0.004, 0.080]}

***

No. 7
{"formula": "CH3N2PS", "method": "ωB97M-V/def2-TZVPD", "e_homo_ev": [-8.6, -9.0], "spin_multiplicity": 1, "de_lowest_ev": 3.628, "lumo_energy_ev": [-1.2250, -1.8103], "max_force_ev_per_a": 3.88, "symbols": ["C", "N", "N", "P", "S", "H", "H", "H"], "xyz": [[3.4075, 1.5874, 0.1122], [3.6716, 2.5613, 0.6097], [-0.7598, 0.0170, 0.0336], [3.1325, 0.1701, -0.8903], [1.4356, -0.3437, 0.2632], [-0.8527, -0.7523, 0.6823], [-1.1056, 0.7820, 0.6256], [1.1241, -1.3827, -0.4741]], "lowdin_charge": [-0.735, 0.077, -0.163, 0.559, 0.488, -0.065, -0.018, -0.142]}

***

No. 8
{"formula": "CH3N2PS", "method": "ωB97M-V/def2-TZVPD", "e_homo_ev": [-9.4, -9.4], "spin_multiplicity": 1, "de_lowest_ev": 3.988, "lumo_energy_ev": [-3.0689, -3.0665], "max_force_ev_per_a": 7.97, "symbols": ["C", "N", "N", "P", "S", "H", "H", "H"], "xyz": [[3.5056, -0.4826, -0.0585], [3.9455, -1.4969, 0.1097], [-0.1944, -0.4541, -0.1238], [0.7377, 0.5780, 0.9549], [1.9773, 1.5269, -0.4134], [-0.7489, -1.1948, 0.3116], [0.4829, -0.8448, -0.8731], [-0.1449, 1.8115, 1.2705]], "lowdin_charge": [-0.369, -0.030, -0.337, 0.377, 0.338, 0.017, 0.048, -0.045]}

***

No. 9
{"formula": "CH3N2S", "method": "ωB97M-V/def2-TZVPD", "e_homo_ev": [-14.8, -14.8], "spin_multiplicity": 1, "de_lowest_ev": 3.182, "lumo_energy_ev": [-7.3082, -7.3097], "total_charge": 1, "max_force_ev_per_a": 4.86, "symbols": ["C", "N", "N", "S", "H", "H", "H"], "xyz": [[-1.2807, -0.3853, -0.6154], [1.9237, -1.5012, -0.1983], [-1.2504, 0.6857, 0.0467], [0.7466, -1.2846, -1.2215], [2.4771, -2.2147, -0.5311], [-0.4543, 1.0845, 0.4174], [-2.1234, 1.1212, -0.1345]], "lowdin_charge": [0.015, -0.261, 0.114, 0.933, -0.039, 0.109, 0.129]}

***

No. 10
{"formula": "CH3N3O", "method": "ωB97M-V/def2-TZVPD", "e_homo_ev": [-9.4, -10.4], "spin_multiplicity": 1, "de_lowest_ev": 9.863, "lumo_energy_ev": [-4.3548, -0.7953], "max_force_ev_per_a": 4.06, "symbols": ["C", "N", "N", "N", "O", "H", "H", "H"], "xyz": [[0.8464, -0.4018, -1.9496], [0.2546, -0.8627, -2.8291], [0.6294, 0.7352, 0.4834], [-1.4178, -0.1815, 1.4248], [-0.5529, -0.3403, 0.5748], [0.0185, 0.9319, -0.2724], [1.3778, 0.1118, 0.1374], [-1.1560, 0.0073, 2.4306]], "lowdin_charge": [-0.081, 0.019, 0.133, 0.035, -0.245, 0.014, 0.033, 0.093]}

***

No. 11
{"formula": "CH3N3O", "method": "ωB97M-V/def2-TZVPD", "e_homo_ev": [-10.1, -9.5], "spin_multiplicity": 1, "de_lowest_ev": 6.219, "lumo_energy_ev": [-0.2254, -1.5146], "max_force_ev_per_a": 4.39, "symbols": ["C", "N", "N", "N", "O", "H", "H", "H"], "xyz": [[0.6230, 0.0290, -0.7564], [-0.5944, -0.2194, -0.2109], [0.9058, -0.5497, -1.8246], [-1.8091, 0.0236, 1.6647], [-0.6299, 0.1376, 1.1772], [1.3347, 0.7289, -0.3449], [1.7302, -0.3201, -2.3412], [-1.5604, 0.1702, 2.6361]], "lowdin_charge": [-0.360, 0.117, 0.116, 0.083, -0.174, 0.113, 0.046, 0.059]}

***

No. 12
{"formula": "CH3N3O", "method": "ωB97M-V/def2-TZVPD", "e_homo_ev": -9.6, "spin_multiplicity": 1, "de_lowest_ev": 2.535, "lumo_energy_ev": 0.0715, "max_force_ev_per_a": 2.65, "symbols": ["H", "N", "N", "H", "N", "C", "O", "H"], "xyz": [[2.0130, -1.3740, 1.1617], [0.9793, -1.4088, 1.3237], [0.0728, -1.2780, 0.5361], [0.2221, -1.1941, -0.4510], [-1.3694, 0.8556, -0.4041], [-0.6641, 1.6932, -0.9328], [-0.1875, 2.6191, -1.4204], [-1.0661, 0.0871, 0.1868]], "lowdin_charge": [0.079, 0.002, -0.049, 0.051, 0.170, -0.421, 0.164, 0.005]}

***

No. 13
{"formula": "CH3N3O", "method": "ωB97M-V/def2-TZVPD", "e_homo_ev": -9.6, "spin_multiplicity": 1, "de_lowest_ev": 3.795, "lumo_energy_ev": 1.0886, "max_force_ev_per_a": 6.34, "symbols": ["N", "N", "O", "C", "N", "H", "H", "H"], "xyz": [[1.0821, -2.2335, -2.4791], [1.1240, -1.7000, -1.5052], [1.0402, -1.2411, -0.4361], [0.6832, 1.5372, -0.1355], [-0.0948, 0.6353, -0.2625], [0.6614, 2.2141, 0.7260], [1.3953, 1.8047, -0.9126], [-0.7424, 0.6135, 0.5998]], "lowdin_charge": [0.220, -0.293, 0.036, -0.191, -0.012, 0.069, 0.066, 0.104]}

***

No. 14
{"formula": "CH3N3O2", "method": "ωB97M-V/def2-TZVPD", "e_homo_ev": -10.0, "spin_multiplicity": 1, "de_lowest_ev": 2.560, "lumo_energy_ev": 0.6262, "max_force_ev_per_a": 1.26, "symbols": ["N", "C", "O", "H", "N", "N", "O", "H", "H"], "xyz": [[-1.2669, 0.0377, -1.1318], [-1.9884, -0.0645, -0.1906], [-2.7272, -0.0359, 0.6988], [-0.5055, -0.5315, -1.4584], [1.3100, 0.5187, 0.6714], [1.5620, -0.7448, 0.4835], [1.2232, -1.1980, -0.5996], [0.8309, 1.0913, -0.0312], [1.5618, 0.9271, 1.5579]], "lowdin_charge": [0.182, -0.434, 0.156, 0.050, 0.074, -0.153, -0.099, 0.113, 0.110]}

***

No. 15
{"formula": "CH3N3O2Si", "method": "ωB97M-V/def2-TZVPD", "e_homo_ev": -11.2, "spin_multiplicity": 1, "de_lowest_ev": 3.303, "lumo_energy_ev": -1.6524, "max_force_ev_per_a": 2.43, "symbols": ["C", "N", "N", "N", "O", "O", "Si", "H", "H", "H"], "xyz": [[-0.3162, -1.5538, 0.8133], [-0.7624, -2.3207, 0.0763], [-0.8432, 0.5802, 3.3084], [1.7175, -0.3902, 2.3465], [2.0337, -1.5701, 2.2607], [2.4257, 0.4883, 2.7438], [-0.1063, -0.3432, 2.1793], [2.0256, 0.1517, -1.9473], [-1.8659, 0.5267, 3.6366], [2.1462, -0.1393, -1.2366]], "lowdin_charge": [-0.286, 0.123, -0.134, -0.484, 0.002, 0.072, 0.672, 0.021, 0.013, 0.002]}

***

No. 16
{"formula": "CH3N3O3", "method": "ωB97M-V/def2-TZVPD", "e_homo_ev": -9.5, "spin_multiplicity": 1, "de_lowest_ev": 3.707, "lumo_energy_ev": 0.0421, "max_force_ev_per_a": 4.77, "symbols": ["H", "N", "N", "C", "O", "O", "O", "N", "H", "H"], "xyz": [[1.6239, -2.5778, 1.8563], [0.6723, -2.4049, 1.4485], [0.7935, -1.3657, 0.9121], [0.0115, -0.7226, -0.0220], [0.0101, -1.1078, -1.1850], [-0.4143, 0.4623, 0.5492], [-1.3994, 1.2648, -0.2719], [-0.8099, 2.1610, -0.9914], [-0.4155, 1.6665, -1.8583], [-0.0722, 2.6243, -0.4375]], "lowdin_charge": [0.097, 0.137, 0.005, -0.516, 0.099, 0.013, -0.103, 0.013, 0.138, 0.118]}

***

No. 17
{"formula": "CH3N3O3", "method": "ωB97M-V/def2-TZVPD", "e_homo_ev": -10.3, "spin_multiplicity": 1, "de_lowest_ev": 3.512, "lumo_energy_ev": 0.6673, "max_force_ev_per_a": 5.57, "symbols": ["O", "N", "N", "N", "H", "O", "C", "O", "H", "H"], "xyz": [[4.9979, 0.5348, -0.2188], [4.0111, -0.0628, -0.0266], [3.3202, -1.0160, -0.2827], [2.7980, -0.0317, 0.7540], [2.2416, 0.6803, 0.3509], [-0.1160, 0.8137, -0.1433], [-1.2511, 0.4504, -0.1130], [-1.6295, -0.8576, -0.2180], [-2.2131, 0.9440, -0.2031], [-0.9698, -1.4409, -0.3260]], "lowdin_charge": [0.104, -0.434, 0.165, 0.110, 0.032, 0.075, -0.337, 0.104, 0.139, 0.040]}

***

No. 18
{"formula": "CH3N3Si", "method": "ωB97M-V/def2-TZVPD", "e_homo_ev": -10.0, "spin_multiplicity": 1, "de_lowest_ev": 0.955, "lumo_energy_ev": -1.4066, "max_force_ev_per_a": 7.39, "symbols": ["C", "N", "N", "N", "Si", "H", "H", "H"], "xyz": [[-0.8997, -0.1149, 0.5156], [-0.7828, -1.3836, 0.3441], [0.2397, -1.7205, -0.4114], [1.2230, -0.7679, -0.5965], [0.5803, 0.8224, -0.1846], [-1.8103, 0.1309, 1.0866], [0.5423, 1.1651, -1.6866], [0.9075, 1.8686, 0.9326]], "lowdin_charge": [-0.270, -0.089, -0.083, -0.163, 0.590, 0.061, -0.012, -0.033]}

***

No. 19
{"formula": "CH3N4", "method": "ωB97M-V/def2-TZVPD", "e_homo_ev": -17.5, "spin_multiplicity": 1, "de_lowest_ev": 0.370, "lumo_energy_ev": -4.6783, "total_charge": 1, "max_force_ev_per_a": 3.52, "symbols": ["C", "N", "N", "N", "N", "H", "H", "H"], "xyz": [[-0.5160, -0.3228, -0.0118], [-3.6718, -0.2782, -0.0136], [-4.1863, 0.6468, 0.3037], [-0.6665, -1.3044, 0.5717], [-0.2170, 0.6102, -0.7814], [-0.5963, -1.9437, 1.3140], [0.1890, 0.1925, -1.6497], [-0.5900, 1.6230, -0.5593]], "lowdin_charge": [-0.222, 0.008, 0.046, 0.378, 0.222, 0.140, 0.195, 0.234]}

***

No. 20
{"formula": "CH3N4", "method": "ωB97M-V/def2-TZVPD", "e_homo_ev": -14.8, "spin_multiplicity": 1, "de_lowest_ev": 4.158, "lumo_energy_ev": -5.6262, "total_charge": 1, "max_force_ev_per_a": 5.73, "symbols": ["H", "N", "N", "N", "C", "N", "H", "H"], "xyz": [[3.3443, 0.1180, -0.4030], [2.5196, 0.4150, -0.0035], [1.5723, -0.2758, -0.1565], [0.4032, -0.0718, 0.1956], [-0.7550, 0.1003, 0.2384], [-2.0138, 0.0271, 0.0520], [-2.7514, 0.3128, 0.6844], [-2.3192, -0.6257, -0.6073]], "lowdin_charge": [0.078, 0.221, -0.022, 0.173, 0.001, 0.251, 0.164, 0.133]}